# C2H8O2

A 2-piece molecular cluster, C2H8O2 overall (wB97M-V/def2-TZVPD, OMol25).

```
! RIJCOSX wB97M-V def2-TZVPD def2/J DEFGRID3
* xyz 0 1
C 1.6939 -1.3550 -0.8740
C -1.2083 1.7618 0.2917
H 0.1161 -0.7904 0.5178
H 2.8183 -1.5912 -0.6922
H 1.0940 -2.2063 -1.2477
H 1.7414 -0.4739 -1.5511
H -2.6382 0.3101 0.3802
H -0.1162 1.6098 -0.2433
H -1.8822 2.5210 -0.2426
H -1.0638 2.0664 1.3054
O 1.1723 -0.8278 0.3818
O -1.5452 0.3420 0.2766
*
```

Computed properties:
Lowest unoccupied orbital energy   0.60 eV
Max |F|   0.110 hartree/bohr
SMILES string   CO.CO
HOMO-LUMO gap   10.28 eV
E   -231.3901 Eh